Record 1
The following is a quantum chemistry calculation of a 3-piece molecular cluster, H4OS overall, from OMol25.

* multiplicity: 2
* frontier orbital gap (spin up / spin down): 7.85 / 6.49 eV
* E_tot: -475.78565 Ha
* energy relative to the best compared isomer or geometry (same formula, charge and spin): 0.0 kJ/mol
* total charge: -1
* F_max: 0.9 eV/A

XYZ file:
```
6
Properties=species:S:1:pos:R:3:forces:R:3
S 0.068389 -0.117445 -0.370213 -0.1 0.0 0.0
H 2.608116 -0.297018 -2.328094 0.0 0.0 -0.1
H 2.167519 -0.049665 -2.875017 0.1 0.0 0.0
H -1.018319 -0.241434 1.580047 -0.1 0.0 0.5
H -2.144003 0.670365 1.712244 -0.1 -0.1 0.4
O -1.681702 0.035198 2.281033 0.2 0.1 -0.8
```
Positions in Å, forces in eV/Å.

Here are the natural (NBO) charges for atoms 1 to 2, given in e: -0.9305 0.0047

Record 2
The following is a quantum chemistry calculation of a 2-piece molecular cluster, H4OS2 overall in a non-equilibrium geometry, from OMol25.

* frontier orbital gap: 9.16 eV
* E_tot: -873.97965 Ha
* SMILES: SS.O
* energy relative to the best compared isomer or geometry (same formula, charge and spin): 56.0 kJ/mol
* F_max: 2.5 eV/A

XYZ file:
```
7
Properties=species:S:1:pos:R:3:forces:R:3
S -0.910118 0.287144 -1.310571 2.1 -0.1 0.0
S -0.332715 2.145947 -0.542159 -0.4 -0.2 1.3
H -2.066595 0.788044 -1.179737 -2.4 0.2 -0.2
H 0.619219 2.526765 -1.336439 0.8 0.1 -1.1
H 2.370470 -3.646619 2.619262 0.7 1.8 -1.3
H 2.243145 -4.042904 4.075727 0.2 0.4 0.6
O 2.089885 -4.319342 3.183109 -0.9 -2.1 0.7
```
Positions in Å, forces in eV/Å.

Here are the natural (NBO) charges for atoms 1 to 2, given in e: -0.0950 -0.1431

Record 3
The following is a quantum chemistry calculation of a 2-piece molecular cluster, H4OSSi overall in a non-equilibrium geometry, from OMol25.

* frontier orbital gap: 8.93 eV
* E_tot: -765.27003 Ha
* SMILES: O=[SiH2].S
* energy relative to the best compared isomer or geometry (same formula, charge and spin): 238.1 kJ/mol
* F_max: 1.9 eV/A

XYZ file:
```
7
Properties=species:S:1:pos:R:3:forces:R:3
O -1.421225 0.450415 1.124654 -0.2 0.5 0.7
Si -1.657267 -0.081082 -0.261410 0.8 0.5 -1.7
S 2.621809 0.326623 0.516621 0.6 -0.1 0.5
H 1.781013 0.501573 -0.483557 -0.5 0.0 -0.3
H -1.722440 0.711104 -1.589312 -0.3 -0.4 1.1
H -1.407953 -1.473149 -0.574333 -0.2 -0.6 -0.1
H 1.806061 -0.435485 1.267338 -0.1 0.2 -0.3
```
Positions in Å, forces in eV/Å.

Here are the natural (NBO) charges for atoms 1 to 2, given in e: -1.1261 1.5898

Record 4
The following is a quantum chemistry calculation of a single H4S2 molecule in a non-equilibrium geometry, from OMol25.

* frontier orbital gap: 7.34 eV
* E_tot: -798.55927 Ha
* energy relative to the best compared isomer or geometry (same formula, charge and spin): 499.2 kJ/mol
* F_max: 10.9 eV/A

XYZ file:
```
6
Properties=species:S:1:pos:R:3:forces:R:3
H -0.599226 0.687721 1.479944 -0.6 0.3 0.3
H -1.700881 -0.326193 0.240531 -0.7 -0.3 0.4
H 0.219928 -0.895239 -0.363873 2.1 -1.2 -1.2
H 1.841560 -0.288962 -1.254155 2.3 -1.0 -0.3
S -0.815598 0.674461 0.158243 -9.2 4.6 3.8
S 1.054216 0.148212 -0.260691 6.1 -2.4 -2.8
```
Positions in Å, forces in eV/Å.

Here are the natural (NBO) charges for atoms 1 to 2, given in e: 0.1542 0.0953

- What is the E_tot in the second record?
  -873.97965 Ha

- What is the F_max in the second record?
  2.5 eV/A

Repeat the first record exactly.
The following is a quantum chemistry calculation of a 3-piece molecular cluster, H4OS overall, from OMol25.

* multiplicity: 2
* frontier orbital gap (spin up / spin down): 7.85 / 6.49 eV
* E_tot: -475.78565 Ha
* energy relative to the best compared isomer or geometry (same formula, charge and spin): 0.0 kJ/mol
* total charge: -1
* F_max: 0.9 eV/A

XYZ file:
```
6
Properties=species:S:1:pos:R:3:forces:R:3
S 0.068389 -0.117445 -0.370213 -0.1 0.0 0.0
H 2.608116 -0.297018 -2.328094 0.0 0.0 -0.1
H 2.167519 -0.049665 -2.875017 0.1 0.0 0.0
H -1.018319 -0.241434 1.580047 -0.1 0.0 0.5
H -2.144003 0.670365 1.712244 -0.1 -0.1 0.4
O -1.681702 0.035198 2.281033 0.2 0.1 -0.8
```
Positions in Å, forces in eV/Å.

Here are the natural (NBO) charges for atoms 1 to 2, given in e: -0.9305 0.0047